No. 1
This record from the OMol25 dataset describes a cluster of 5 separate species, C51H75IN4O14P in total. The level of theory is ωB97M-V/def2-TZVPD.

strongest force on any atom = 8.908 eV Å⁻¹
HOMO-LUMO gap = 4.9 eV
total energy = -3898.850409 Eh
highest occupied orbital energy = -4.778 eV
charge = -1

Structure (XYZ):
```
146
Properties=species:S:1:pos:R:3:mulliken_charge:R:1
C -0.1808 3.0630 1.3105 -0.8130
C 0.6553 1.7446 0.8060 -0.1404
C 0.0713 0.3084 1.3400 -0.3795
C -1.4705 -0.0196 0.8893 -0.2924
P -1.6402 -0.9090 -0.8020 2.5437
C -2.9056 0.4217 -1.3258 -0.8161
C -4.3470 0.3529 -0.5171 1.1235
C -5.0780 1.8283 -0.8044 -0.6348
C -6.6506 1.8776 -0.3447 -0.5076
C -6.6863 2.4343 1.2013 -0.5685
C -6.6125 1.1019 2.1804 0.0918
C -7.5983 1.3780 3.4864 -0.8153
C -7.3600 0.0863 4.5015 -0.4236
C -5.9147 0.4022 5.2714 -0.2381
C -5.9850 -0.4745 6.6856 -0.5335
O -4.7835 -1.3596 6.6842 -0.4174
C -4.9297 -2.4487 5.7033 -0.2162
C -1.5594 -1.4277 -2.6518 -0.3719
C -0.7398 -0.3236 -3.6032 -0.1162
O 0.5992 -0.1334 -3.5241 -0.6347
I -1.7554 0.9215 -5.1458 -0.1007
O -0.4082 -2.1555 -0.5136 -0.7642
C -0.9491 -3.5319 -0.2570 -0.9284
C -2.5308 -3.3429 0.1843 1.4650
C -2.6688 -3.6439 1.7900 -0.7476
C -1.3697 -3.2146 2.6935 0.3556
C -0.3904 -4.4850 3.1150 -0.7840
C 1.1915 -3.9445 3.1336 -0.4044
O 1.8543 -4.1279 1.8286 -0.3446
C 3.1397 -3.3961 1.8499 -0.3088
C -3.5382 -4.4608 -0.5305 -0.8522
O -4.5801 -3.8589 -1.3770 -0.3626
C -5.7905 -3.5108 -0.6167 0.1848
C -6.7665 -4.7743 -0.2444 -0.9457
O -2.9598 -2.0018 -0.3350 0.0078
H -0.7842 3.4768 0.3694 0.1096
H 0.4595 3.8803 1.8502 0.2964
H -1.0248 2.6825 2.0619 0.3041
H 0.8266 1.7566 -0.3744 0.1218
H 1.7514 1.8474 1.2674 0.2637
H 0.0591 0.3787 2.5317 0.3030
H 0.8562 -0.5185 1.0771 -0.1084
H -2.0323 -0.6919 1.7006 -0.1626
H -2.0515 1.0229 0.9201 0.1621
H -0.5695 0.0147 -1.1956 -0.7399
H -2.4878 1.5268 -1.1551 -0.0833
H -3.1943 0.3920 -2.4834 0.0749
H -4.2376 0.2793 0.6489 -0.5710
H -5.0467 -0.5229 -0.8578 -0.1754
H -5.0530 1.9443 -1.9887 0.2427
H -4.4034 2.6595 -0.3287 0.2091
H -7.2574 0.8945 -0.5303 0.2505
H -7.1636 2.7260 -1.0098 0.2807
H -5.7298 3.1141 1.4167 0.2270
H -7.6338 3.1118 1.3968 0.3377
H -5.5060 0.8651 2.4847 -0.0481
H -7.0853 0.2147 1.5374 0.1359
H -7.2217 2.3827 3.9710 0.2616
H -8.6874 1.4488 3.0628 0.3225
H -8.2422 -0.0972 5.2487 0.4096
H -7.1438 -0.8596 3.8235 0.1282
H -5.8815 1.5658 5.4957 0.3930
H -4.9876 0.1204 4.6014 0.0118
H -5.9696 0.3208 7.5540 0.2680
H -6.9891 -1.1105 6.7254 0.2951
H -4.1661 -3.3006 6.0105 0.2173
H -4.6365 -2.1212 4.6060 -0.0753
H -6.0193 -2.8866 5.6395 0.2491
H -0.9768 -2.4544 -2.8295 0.0706
H -2.6522 -1.6310 -3.0876 0.3387
H -0.2782 -4.2884 0.3324 0.0250
H -1.0100 -4.0557 -1.3267 0.3664
H -2.8696 -4.7962 2.0267 0.3930
H -3.6295 -3.0795 2.1956 -0.3258
H -0.7225 -2.3434 2.2562 -0.3449
H -1.8063 -2.8066 3.7268 0.2227
H -0.6356 -4.9182 4.1938 0.3226
H -0.5611 -5.3447 2.3395 0.3124
H 1.8011 -4.5924 3.9124 0.2834
H 1.2509 -2.7798 3.3703 0.2814
H 3.0330 -2.2333 1.7196 0.1916
H 3.6169 -3.6054 2.9133 0.0917
H 3.8589 -3.8524 1.0328 0.2191
H -4.0488 -5.1841 0.2348 0.1558
H -2.8901 -5.1567 -1.2519 0.2184
H -6.4053 -2.7544 -1.3057 0.1765
H -5.4277 -2.8813 0.3206 0.0038
H -7.6687 -4.3459 0.4088 0.3037
H -6.1947 -5.5340 0.4688 0.2431
H -7.1996 -5.3486 -1.1693 0.2548
C 2.8594 6.8572 -2.9938 -0.5030
C 3.5059 7.6264 -2.0250 -0.2610
C 3.4706 7.2375 -0.6845 -0.5072
C 2.7856 6.0688 -0.3243 -0.0958
C 2.1292 5.2990 -1.2938 -0.0681
C 2.1692 5.6995 -2.6308 -0.5745
N 2.7662 5.6411 1.0797 0.9715
O 3.3426 6.3592 1.9102 -0.6009
O 2.1786 4.5848 1.3534 -0.5878
H 2.8945 7.1614 -4.0385 0.3805
H 4.0406 8.5282 -2.3154 0.4233
H 3.9795 7.8477 0.0585 0.4530
H 1.5897 4.3924 -1.0276 0.4697
H 1.6653 5.1070 -3.3913 0.4366
C 9.7249 7.7594 -3.8988 -0.3661
C 9.0087 7.8619 -2.7052 -0.4616
C 7.9040 8.7117 -2.6227 -0.2007
C 7.5209 9.4543 -3.7481 0.0181
C 8.2427 9.3592 -4.9453 -0.3342
C 9.3474 8.5081 -5.0149 -0.4103
N 6.3452 10.3301 -3.6752 0.9988
O 5.7444 10.4015 -2.5928 -0.5918
O 6.0185 10.9446 -4.7008 -0.5849
H 10.5822 7.0912 -3.9600 0.3592
H 9.3100 7.2763 -1.8392 0.3634
H 7.3563 8.7803 -1.6853 0.4326
H 7.9594 9.9335 -5.8249 0.4212
H 9.9124 8.4250 -5.9407 0.3589
C 2.8450 -3.3346 -5.3994 -0.6524
C 1.7595 -2.4667 -5.2706 -0.1556
C 0.6371 -2.6240 -6.0861 -0.2933
C 0.6105 -3.6615 -7.0283 0.0619
C 1.7020 -4.5294 -7.1649 -0.4302
C 2.8200 -4.3604 -6.3458 -0.3024
N -0.5769 -3.8478 -7.8708 0.9881
O -1.5142 -3.0477 -7.7330 -0.5818
O -0.5759 -4.7964 -8.6684 -0.6085
H 3.7156 -3.2114 -4.7575 0.3838
H 1.7870 -1.6686 -4.5318 0.4779
H -0.2007 -1.9394 -5.9733 0.3785
H 1.6967 -5.3357 -7.8954 0.4094
H 3.6712 -5.0309 -6.4421 0.3520
C 8.9500 -5.6539 2.1514 -0.3584
C 8.3529 -4.6015 1.4557 -0.5217
C 7.3694 -3.8246 2.0709 -0.2050
C 6.9929 -4.1089 3.3908 0.0955
C 7.5851 -5.1697 4.0890 -0.3620
C 8.5656 -5.9414 3.4622 -0.4277
N 5.9778 -3.2799 4.0517 1.0005
O 5.4638 -2.3627 3.3944 -0.5478
O 5.6960 -3.5418 5.2299 -0.6052
H 9.7204 -6.2533 1.6695 0.3576
H 8.6568 -4.3845 0.4338 0.3606
H 6.9138 -3.0079 1.5152 0.4410
H 7.2989 -5.4046 5.1120 0.4251
H 9.0334 -6.7652 3.9968 0.3564
```

No. 2
This record from the OMol25 dataset describes a cluster of 2 separate species, C3H11N4 in total. The level of theory is ωB97M-V/def2-TZVPD.

strongest force on any atom = 4.454 eV Å⁻¹
HOMO-LUMO gap = 11.3 eV
energy relative to the best compared isomer or geometry (same formula, charge and spin) = 108.9 kcal per mole
total energy = -339.546133 Eh
highest occupied orbital energy = -14.459 eV
charge = +1

Structure (XYZ):
```
18
Properties=species:S:1:pos:R:3:nbo_charge:R:1
C -1.0617 0.2816 -0.6966 0.5218
C -2.9737 -0.1453 0.4945 -0.5393
C -2.4222 0.5586 -0.8085 -0.5258
N -0.0564 -0.2557 -0.5337 -0.2830
N 1.7230 -1.8298 0.2473 -0.4936
N 1.4797 -1.0158 -0.6902 -0.1559
N 2.8785 1.1560 0.1444 -1.0890
H -2.9044 -1.1358 0.3054 0.2119
H -2.1855 0.1291 1.1670 0.2123
H -3.9805 0.2161 0.5964 0.2441
H -2.4853 1.6068 -0.7182 0.2681
H -2.7494 0.0385 -1.6717 0.2751
H 2.0337 -0.1669 -0.6038 0.4073
H 1.9316 -1.5343 1.2005 0.3914
H 1.3525 -2.7111 -0.0713 0.4044
H 2.7434 1.8328 -0.5075 0.3748
H 3.8459 0.8609 -0.1292 0.3789
H 3.0780 1.5556 1.0668 0.3966
```

No. 3
This record from the OMol25 dataset describes a structure of composition C6H12. The level of theory is ωB97M-V/def2-TZVPD.

strongest force on any atom = 0.237 eV Å⁻¹
HOMO-LUMO gap = 8.9 eV
energy relative to the best compared isomer or geometry (same formula, charge and spin) = 116.5 kcal per mole
total energy = -235.632612 Eh
highest occupied orbital energy = -7.723 eV
charge = 0

Structure (XYZ):
```
18
Properties=species:S:1:pos:R:3:nbo_charge:R:1
C 0.9818 1.4913 1.9776 -0.7034
C 0.6060 -0.4039 0.9036 -0.0892
C -0.8622 -0.5028 0.5641 -0.4717
C -0.3046 -0.9969 -0.8030 -0.1981
C -1.1283 -0.7717 -2.0594 -0.5989
C 0.9378 -0.0980 -0.5353 -0.4739
H 0.0256 1.9288 1.6978 0.2173
H 1.8111 1.9251 1.4176 0.2170
H 1.1474 1.5761 3.0570 0.2246
H 1.0828 0.2479 1.8943 0.2456
H -1.3864 0.4495 0.3890 0.1889
H -1.4912 -1.1656 1.1678 0.2087
H -0.0182 -2.0502 -0.7266 0.2107
H -0.5529 -1.0428 -2.9520 0.2113
H -2.0330 -1.3902 -2.0420 0.2112
H -1.4346 0.2762 -2.1569 0.2018
H 1.9209 -0.3940 -0.9168 0.2082
H 0.6981 0.9211 -0.8767 0.1900
```

No. 4
This record from the OMol25 dataset describes a cluster of 2 separate species, C2H5NO4 in total. The level of theory is ωB97M-V/def2-TZVPD.

strongest force on any atom = 2.338 eV Å⁻¹
HOMO-LUMO gap (spin up / spin down) = 4.3 / 8.9 eV
energy relative to the best compared isomer or geometry (same formula, charge and spin) = 0.0 kcal per mole
2S+1 = 2
total energy = -434.951959 Eh
highest occupied orbital energy (spin up / spin down) = -0.356 / -4.988 eV
charge = -1

Structure (XYZ):
```
12
Properties=species:S:1:pos:R:3:mulliken_spin:R:1
O 1.3258 1.2082 0.5219 0.1921
C 0.2945 0.7385 1.1609 0.6055
N -0.1165 -0.6056 1.0282 -0.0203
C 0.3853 -1.4730 0.1106 0.1118
O 1.1114 -0.7992 -0.8629 0.0121
O 0.1512 -2.6936 0.0918 0.0694
H -0.3035 1.3137 1.8334 0.0241
H -0.8700 -0.9162 1.6185 -0.0058
H 1.3854 0.0744 -0.4553 0.0000
H -0.3968 0.7879 -1.6218 -0.0082
H -1.8762 0.9369 -1.7927 -0.0085
O -1.0907 1.4281 -1.6327 0.0280
```